(1)
{
  "formula": "C5H10O2",
  "method": "ωB97M-V/def2-TZVPD",
  "elements": ["C", "C", "C", "O", "C", "C", "H", "H", "H", "H", "H", "H", "H", "H", "H", "H", "O"],
  "positions_angstrom": [[0.9998, -1.9531, -0.9800], [0.8613, -1.0454, 0.2173], [0.4707, 0.2226, 0.1185], [0.1270, 0.7404, -1.0987], [0.5446, 1.1701, 1.2452], [0.7781, 0.9581, 2.5265], [0.0348, -2.4000, -1.2505], [1.7417, -2.7305, -0.8315], [1.2674, -1.3624, -1.8555], [1.1611, -1.4642, 1.1647], [-0.4652, 1.5117, -1.0256], [0.5308, 2.2049, 0.9041], [0.5764, 0.0159, 3.0158], [1.0642, 1.8011, 3.1488], [-2.9782, -0.8049, -1.3123], [-1.9684, 0.3094, -1.3293], [-2.9198, 0.1555, -1.2736]],
  "multiplicity": 1,
  "energy_ha": -346.93637,
  "homo_lumo_gap_ha": 0.33726,
  "e_homo_ev": -8.5,
  "de_lowest_kcal_mol": 55.9
}



(2)
{
  "formula": "C4H12N2O",
  "method": "ωB97M-V/def2-TZVPD",
  "elements": ["C", "C", "C", "C", "N", "N", "H", "H", "H", "H", "H", "H", "H", "H", "H", "H", "H", "H", "O"],
  "positions_angstrom": [[0.1083, -1.1747, -0.4654], [-0.8107, -0.8665, 0.7438], [-0.9095, 0.6253, 1.0866], [0.2507, 1.1470, 1.4748], [0.6093, 2.4777, 1.7307], [0.6603, -2.4908, -0.5645], [0.9171, -0.4450, -0.5250], [-0.4402, -0.8916, -1.3651], [-1.7728, -1.2787, 0.4267], [-0.4475, -1.4693, 1.5774], [-1.8896, 1.0750, 1.0947], [1.1488, 0.5969, 1.4099], [1.1339, 2.5953, 2.5869], [-0.1238, 3.1727, 1.7962], [1.4754, -2.7660, -0.0406], [0.0375, -3.2666, -0.4579], [-0.0985, 1.7056, -3.7929], [0.2435, 0.2392, -3.5874], [-0.0922, 1.0144, -3.1288]],
  "multiplicity": 1,
  "energy_ha": -344.30896,
  "homo_lumo_gap_ha": 0.32819,
  "e_homo_ev": -8.0,
  "de_lowest_kcal_mol": 47.7
}



(3)
{
  "formula": "C22H21N4O6OsS2Se2",
  "method": "ωB97M-V/def2-TZVPD",
  "elements": ["Os", "O", "C", "C", "C", "O", "C", "Se", "C", "Se", "H", "H", "H", "H", "H", "H", "H", "H", "H", "H", "S", "C", "S", "C", "C", "N", "C", "N", "O", "C", "O", "C", "C", "C", "C", "C", "C", "N", "O", "O", "H", "H", "H", "H", "N", "C", "C", "C", "C", "C", "C", "H", "H", "H", "H", "H", "H", "H"],
  "positions_angstrom": [[-1.0088, 0.2761, -0.5815], [-1.0023, -2.8407, 1.3840], [-0.9782, -3.1011, 2.7465], [0.1552, -2.3861, 3.4751], [0.2162, -3.0640, 4.8581], [1.0566, -2.4241, 5.8024], [1.5258, -2.5594, 2.7784], [1.9977, -1.1288, 1.4898], [-0.1777, -0.9053, 3.6318], [0.0647, 0.1456, 1.9756], [-1.2692, -1.9136, 1.2908], [-0.8710, -4.1832, 2.8724], [-1.9274, -2.8107, 3.2141], [0.5077, -4.1129, 4.7253], [-0.7809, -3.0512, 5.3029], [1.9594, -2.4252, 5.4690], [1.5700, -3.5209, 2.2679], [2.3305, -2.5210, 3.5142], [0.4906, -0.4307, 4.3468], [-1.2059, -0.7672, 3.9723], [-3.2366, -0.5306, -0.6064], [-3.3339, -0.0057, -2.2701], [-1.9120, 0.8867, -2.6857], [-4.3719, -0.3079, -3.1335], [-5.4861, -1.0780, -2.6987], [-6.3917, -1.7027, -2.3510], [-4.3439, 0.1010, -4.4962], [-4.3337, 0.4247, -5.6037], [-0.6440, 2.4918, 0.0353], [0.5991, 2.3029, -0.0387], [1.0174, 1.1385, -0.3067], [1.5718, 3.3986, 0.2410], [2.9331, 3.1821, 0.0692], [3.8421, 4.1977, 0.3299], [3.3963, 5.4339, 0.7653], [2.0349, 5.6248, 0.9344], [1.1093, 4.6317, 0.6801], [1.5633, 6.9390, 1.4069], [2.3985, 7.8112, 1.5649], [0.3980, 7.0410, 1.7268], [3.2610, 2.2081, -0.2694], [4.9015, 4.0271, 0.1930], [4.0766, 6.2464, 0.9736], [0.0508, 4.8014, 0.8131], [-0.4725, -1.7119, -1.2500], [-0.2608, -1.7776, -2.6683], [-1.2631, -2.2466, -3.5003], [-1.0697, -2.2421, -4.8725], [0.1232, -1.7830, -5.4110], [1.1255, -1.3219, -4.5673], [0.9350, -1.3160, -3.1953], [-1.1858, -2.3853, -0.9980], [0.3782, -1.9691, -0.7548], [-2.2079, -2.5690, -3.0777], [-1.8671, -2.5778, -5.5225], [0.2649, -1.7692, -6.4838], [2.0549, -0.9501, -4.9803], [1.6922, -0.9198, -2.5274]],
  "multiplicity": 1,
  "energy_ha": -7211.34920,
  "homo_lumo_gap_ha": 0.19487,
  "total_charge": -1,
  "e_homo_ev": -4.0,
  "de_lowest_kcal_mol": 5.2
}



(4)
{
  "formula": "C6H11N",
  "method": "ωB97M-V/def2-TZVPD",
  "elements": ["C", "C", "N", "C", "C", "C", "C", "H", "H", "H", "H", "H", "H", "H", "H", "H", "H", "H"],
  "positions_angstrom": [[3.0322, 0.5044, -1.2564], [1.9213, 0.7653, -0.5482], [0.6801, 1.1460, -0.9956], [-0.5001, 0.9926, -0.1726], [-2.1801, -2.1152, 1.4113], [-1.8399, -0.6729, 1.1853], [-0.8303, -0.3566, 0.3755], [2.8105, 0.2062, -2.2788], [4.0950, 0.5090, -1.0648], [2.0324, 0.6239, 0.5385], [0.5994, 0.9711, -1.9895], [-0.4001, 1.7112, 0.6579], [-1.2441, 1.5112, -0.7726], [-3.2641, -2.2036, 1.5223], [-1.9195, -2.8246, 0.6399], [-1.9011, -2.4274, 2.4399], [-2.4973, 0.1269, 1.5043], [-0.1560, -1.1379, 0.0149]],
  "multiplicity": 1,
  "energy_ha": -289.88876,
  "homo_lumo_gap_ha": 0.33035,
  "e_homo_ev": -7.9,
  "de_lowest_kcal_mol": 52.0
}



(5)
{
  "formula": "C5H16N2O",
  "method": "ωB97M-V/def2-TZVPD",
  "elements": ["C", "C", "C", "C", "C", "N", "N", "H", "H", "H", "H", "H", "H", "H", "H", "H", "H", "H", "H", "H", "H", "H", "H", "O"],
  "positions_angstrom": [[-1.2963, -2.2075, 1.0202], [-0.9340, -0.7344, 1.1469], [-1.2787, 0.1290, -0.0522], [-0.0265, 0.5773, -0.7748], [0.2282, 0.1196, -1.9709], [1.5147, 0.4830, -2.6637], [-1.6706, -0.2093, 2.4051], [-0.7299, -2.6462, 0.2021], [-0.9760, -2.7636, 1.9048], [-2.3557, -2.3235, 0.7781], [0.1014, -0.6328, 1.4224], [-1.9149, 0.9784, 0.2111], [-1.9763, -0.3640, -0.7291], [0.6599, 1.1716, -0.1799], [-0.4264, -0.4787, -2.5899], [2.2029, 0.7099, -1.9462], [1.3851, 1.3468, -3.1993], [1.8374, -0.2822, -3.2551], [-2.5067, 0.3354, 2.2197], [-1.0849, 0.3769, 3.0089], [-1.9878, -0.9639, 3.0192], [3.6629, 1.4704, 0.9064], [2.3771, 2.2913, 0.8549], [2.7930, 1.5074, 0.4727]],
  "multiplicity": 1,
  "energy_ha": -384.24556,
  "homo_lumo_gap_ha": 0.44969,
  "total_charge": 2,
  "e_homo_ev": -18.4,
  "de_lowest_kcal_mol": 6.4
}



(6)
{
  "formula": "C17H14F3N3O7S2",
  "method": "ωB97M-V/def2-TZVPD",
  "elements": ["C", "S", "C", "C", "C", "C", "C", "C", "C", "C", "C", "O", "H", "H", "H", "H", "H", "H", "H", "H", "H", "H", "H", "H", "O", "S", "O", "C", "F", "F", "F", "C", "C", "C", "N", "O", "O", "N", "C", "C", "N", "O", "O", "C", "H", "H"],
  "positions_angstrom": [[2.6309, -1.4243, 3.1663], [1.9912, -0.4795, 1.7207], [2.7279, -1.5372, 0.4206], [0.3699, -1.0197, 1.6344], [-0.7129, -0.1882, 1.2909], [-2.1098, -0.7063, 1.5243], [-2.4136, -2.0658, 1.7048], [-3.7276, -2.4683, 1.9558], [-4.7504, -1.5155, 2.0433], [-4.4510, -0.1591, 1.8701], [-3.1433, 0.2423, 1.6028], [-0.5583, 0.9805, 0.8565], [3.7239, -1.3312, 3.1669], [2.2128, -0.9863, 4.0810], [2.3409, -2.4777, 3.0710], [3.8131, -1.3702, 0.3954], [2.4903, -2.5801, 0.6680], [2.2566, -1.2406, -0.5247], [0.1555, -1.9442, 2.1733], [-1.6053, -2.7975, 1.6448], [-3.9339, -3.5292, 2.0809], [-5.7688, -1.8360, 2.2461], [-5.2302, 0.5968, 1.9425], [-2.8967, 1.2957, 1.4550], [0.7545, -0.3064, -4.8570], [-0.2555, -0.0334, -3.8665], [-1.5754, 0.4337, -4.2082], [-0.4690, -1.5667, -2.8190], [-0.9710, -2.5747, -3.5343], [0.7462, -1.9324, -2.3223], [-1.2971, -1.3029, -1.7725], [0.4420, 1.0161, -2.5891], [-0.4169, 1.6880, -1.7168], [0.1158, 2.7641, -1.0000], [-0.5077, 3.5372, -0.0166], [-1.6575, 3.6807, 0.3361], [0.5591, 4.1394, 0.7013], [1.7844, 3.8040, 0.1790], [1.4980, 3.0161, -0.8993], [2.3804, 2.2142, -1.7152], [3.8155, 2.1795, -1.5340], [4.4085, 3.0575, -0.8841], [4.4123, 1.2229, -2.0913], [1.8263, 1.2795, -2.6028], [-1.4854, 1.4808, -1.6869], [2.4813, 0.7442, -3.2908]],
  "multiplicity": 1,
  "energy_ha": -2442.78609,
  "homo_lumo_gap_ha": 0.23061,
  "e_homo_ev": -8.3
}